[1]
Below is an isolated molecule of C5H8N2 at a distorted geometry, with properties calculated with ωB97M-V/def2-TZVPD.

## Properties
Energy above the lowest of the compared OMol25 structures with the same formula, charge and spin   122.8 kcal/mol
E_LUMO   -1.56 eV
Gap between HOMO and LUMO   5.775 eV
Electronic energy   -304.639866 Ha

XYZ file:
```
15
Properties=species:S:1:pos:R:3:forces:R:3
C 1.4027 0.9360 1.0272 -0.62 0.65 -0.18
C 1.6081 1.2131 -0.3548 2.39 -0.14 0.69
C 0.7438 -0.1375 -0.1270 -0.88 -0.07 -1.92
C -0.6229 0.1404 -0.4595 0.60 -0.33 0.17
N -2.9614 -0.4575 -0.0850 0.04 -0.64 -0.05
C -1.6990 -0.5792 0.1168 -0.43 -0.27 0.26
N 1.4621 -1.2426 -0.1020 0.10 -0.12 1.28
H 0.7050 1.4885 1.6399 -0.27 -0.21 -0.17
H -3.1701 0.0545 -0.9378 0.14 0.40 -0.01
H 2.0800 0.2711 1.5387 0.28 0.28 -0.03
H 1.1378 2.0035 -0.9183 -0.61 -0.11 0.29
H 2.6446 1.0370 -0.6318 -0.30 -0.32 -0.47
H -0.8156 0.8507 -1.2558 -0.12 0.47 0.46
H -1.4034 -1.2236 0.9513 -0.05 -0.02 0.04
H 0.9762 -2.1062 -0.3422 -0.27 0.45 -0.36
```
Forces are in eV/Å.

Table of Löwdin atomic charges, one value per atom, all in e: C 0.039; C -0.069; C -0.517; C -0.063; N 0.052; C -0.318; N 0.137; H 0.112; H 0.026; H 0.105; H 0.115; H 0.114; H 0.102; H 0.104; H 0.061

=====

[2]
Below is a structure of composition C5H8N2 at a distorted geometry, with properties calculated with ωB97M-V/def2-TZVPD.

## Properties
Energy above the lowest of the compared OMol25 structures with the same formula, charge and spin   74.2 kcal/mol
E_LUMO   1.05 eV
Gap between HOMO and LUMO   8.740 eV
Electronic energy   -304.717251 Ha

XYZ file:
```
15
Properties=species:S:1:pos:R:3:forces:R:3
C 2.4256 -0.4658 -0.0408 -0.07 -0.10 -0.05
C 0.9668 -0.1104 0.0005 -0.41 -0.43 -0.12
C -0.1782 -0.7944 -0.4393 -1.20 0.16 0.08
C -1.2375 0.0620 -0.0937 -0.70 0.15 0.20
N -2.4690 -0.5660 -0.4939 -1.22 0.39 0.13
C -0.8252 1.2137 0.5193 -0.06 -0.08 -0.02
N 0.5463 1.0951 0.5697 0.07 -0.34 -0.20
H 2.8823 -0.4936 0.9589 -0.15 0.02 -0.18
H 2.5138 -1.4648 -0.4763 0.06 0.17 0.08
H 3.0189 0.2232 -0.6590 -0.19 -0.10 0.11
H -1.2976 -1.5358 -0.8693 3.42 0.26 0.10
H -3.1003 -0.0304 -1.0666 0.07 0.31 -0.32
H -3.0472 -1.0095 0.2068 0.28 0.16 0.51
H -1.3519 2.0759 0.9145 0.20 -0.23 -0.10
H 1.1532 1.8010 0.9693 -0.10 -0.35 -0.22
```
Forces are in eV/Å.

Table of Löwdin atomic charges, one value per atom, all in e: C -0.062; C -0.327; C -0.017; C -0.418; N 0.018; C -0.081; N 0.032; H 0.072; H 0.074; H 0.072; H 0.206; H 0.089; H 0.092; H 0.104; H 0.149

=====

[3]
Below is an isolated molecule of C5H8N2, with properties calculated with ωB97M-V/def2-TZVPD.

## Properties
Energy above the lowest of the compared OMol25 structures with the same formula, charge and spin   116.3 kcal/mol
E_LUMO (spin up / spin down)   0.09 / 0.09 eV
Gap between HOMO and LUMO (spin up / spin down)   7.903 / 7.905 eV
Electronic energy   -304.650116 Ha

XYZ file:
```
15
Properties=species:S:1:pos:R:3:forces:R:3
C 0.6182 1.6004 1.8927 0.03 -0.01 0.33
N -0.0366 0.5092 1.2848 0.02 0.01 -0.08
C -0.0377 0.7323 -0.1036 -0.13 -0.23 0.00
C -0.1802 -0.5952 -0.6560 -0.03 0.00 0.06
C -0.2169 -0.9872 -2.0964 0.00 -0.05 -0.06
C -0.4166 -1.3812 0.4528 -0.02 -0.14 -0.14
N -0.2980 -0.7124 1.6409 0.06 0.20 -0.16
H 0.7328 1.7514 0.2387 -0.01 -0.02 0.03
H 1.7000 1.4967 1.8323 -0.11 0.04 -0.09
H 0.2667 1.8498 2.8941 0.03 -0.03 -0.13
H -0.8048 1.4495 -0.4120 0.13 -0.02 0.02
H -0.5469 -2.0234 -2.2110 0.04 0.14 0.03
H 0.7736 -0.8999 -2.5567 -0.13 0.00 0.08
H -0.8990 -0.3504 -2.6723 0.09 -0.07 0.10
H -0.6545 -2.4395 0.4718 0.04 0.18 0.00
```
Forces are in eV/Å.

Table of Löwdin atomic charges, one value per atom, all in e: C -0.064; N -0.260; C -0.154; C -0.247; C -0.056; C -0.095; N 0.101; H 0.180; H 0.050; H 0.045; H 0.152; H 0.077; H 0.081; H 0.080; H 0.110

=====

[4]
Below is an isolated molecule of C5H8N2 at a distorted geometry, with properties calculated with ωB97M-V/def2-TZVPD.

## Properties
Energy above the lowest of the compared OMol25 structures with the same formula, charge and spin   70.6 kcal/mol
E_LUMO   0.95 eV
Structure (SMILES)   NC[C@@H]1C=CN=C1
Gap between HOMO and LUMO   9.947 eV
Electronic energy   -304.722970 Ha

XYZ file:
```
15
Properties=species:S:1:pos:R:3:forces:R:3
C 0.9169 0.1366 0.8163 -0.77 0.31 2.73
C 0.3805 -0.6654 -0.2720 -1.66 0.41 1.24
C 1.7113 1.0474 0.3247 1.47 1.58 0.80
C 0.9252 -0.0370 -1.4708 1.55 -1.02 1.26
C -1.1117 -0.4792 -0.2661 -2.62 0.72 -2.89
N 1.6806 0.9193 -1.0953 1.86 1.88 -1.97
N -1.6893 0.0106 0.9888 1.37 1.13 -0.99
H 0.4931 0.1798 1.8386 0.77 -0.70 -0.76
H 0.6242 -1.6511 -0.0412 0.55 -2.12 -0.25
H 2.3284 1.7782 1.0431 -1.36 -1.31 -2.61
H -1.2878 0.2486 -1.2718 -0.24 -1.52 2.78
H 0.8010 -0.5425 -2.4385 0.22 1.12 0.02
H -1.6199 -1.4585 -0.5725 0.49 1.38 0.57
H -2.4564 -0.5333 1.2660 -1.27 0.02 0.48
H -1.6960 1.0465 1.1506 -0.37 -1.87 -0.39
```
Forces are in eV/Å.

Table of Löwdin atomic charges, one value per atom, all in e: C -0.124; C -0.367; C -0.128; C -0.151; C -0.248; N 0.061; N -0.014; H 0.117; H 0.134; H 0.148; H 0.159; H 0.132; H 0.129; H 0.042; H 0.110

=====

[5]
Below is an isolated molecule of C5H8N2, with properties calculated with ωB97M-V/def2-TZVPD.

## Properties
Energy above the lowest of the compared OMol25 structures with the same formula, charge and spin   5.9 kcal/mol
E_LUMO   0.87 eV
Structure (SMILES)   CCn1ccnc1
Gap between HOMO and LUMO   9.619 eV
Electronic energy   -304.826157 Ha

XYZ file:
```
15
Properties=species:S:1:pos:R:3:forces:R:3
C 1.5185 -0.3554 1.4952 0.01 0.07 0.01
C 0.8912 -0.7626 0.1664 0.07 -0.10 0.01
N -0.2631 0.0114 -0.2803 -0.16 -0.06 -0.06
C -0.3663 1.1783 -1.0158 -0.19 -0.02 0.03
C -1.6828 1.2522 -1.3937 0.16 0.11 -0.06
N -2.3933 0.1722 -0.9244 0.19 0.17 0.10
C -1.5108 -0.5321 -0.2688 0.01 -0.14 0.09
H 2.2863 -1.0972 1.7507 -0.13 0.21 -0.02
H 1.9952 0.6288 1.4580 -0.11 -0.12 -0.04
H 0.7709 -0.3520 2.2960 0.11 0.03 -0.16
H 0.5051 -1.7813 0.2706 0.20 0.07 -0.06
H 1.6372 -0.7881 -0.6353 -0.10 0.09 0.13
H 0.4483 1.8713 -1.1814 -0.04 -0.30 0.04
H -2.1547 2.0179 -1.9971 0.09 -0.10 0.17
H -1.6818 -1.4634 0.2598 -0.12 0.11 -0.18
```
Forces are in eV/Å.

Table of Löwdin atomic charges, one value per atom, all in e: C -0.082; C -0.205; N -0.103; C -0.076; C -0.167; N 0.050; C -0.202; H 0.075; H 0.072; H 0.077; H 0.111; H 0.123; H 0.110; H 0.092; H 0.124

=====

[6]
Below is an isolated molecule of C5H8N2, with properties calculated with ωB97M-V/def2-TZVPD.

## Properties
Energy above the lowest of the compared OMol25 structures with the same formula, charge and spin   48.0 kcal/mol
E_LUMO   0.80 eV
Structure (SMILES)   CC=C=N/C=N/C
Gap between HOMO and LUMO   9.631 eV
Electronic energy   -304.758923 Ha

XYZ file:
```
15
Properties=species:S:1:pos:R:3:forces:R:3
C -2.9055 -0.6225 -0.1514 -0.22 -0.01 -0.06
N -1.4713 -0.5310 0.0131 0.16 -0.02 0.48
C -1.0293 -0.5322 1.1945 -0.24 0.03 -0.30
N 0.3484 -0.4289 1.5064 0.40 0.30 -0.36
C 1.0843 0.2330 0.7688 -0.13 -0.04 0.13
C 2.7264 0.4449 -1.0939 0.04 -0.07 -0.08
C 1.9045 0.9612 0.0588 -0.12 -0.09 0.17
H -3.1460 -1.4793 -0.7884 0.03 0.11 0.08
H -3.4574 -0.7160 0.7972 0.10 0.00 -0.13
H -3.2535 0.2769 -0.6709 0.03 -0.15 0.06
H -1.6569 -0.6332 2.0883 0.05 0.01 -0.15
H 3.7887 0.4226 -0.8243 -0.15 0.01 -0.06
H 2.4263 -0.5670 -1.3776 0.03 0.15 0.06
H 2.6192 1.0911 -1.9712 -0.01 -0.10 0.13
H 1.9974 2.0051 0.3487 0.03 -0.14 0.04
```
Forces are in eV/Å.

Table of Löwdin atomic charges, one value per atom, all in e: C -0.146; N -0.001; C -0.246; N 0.101; C -0.116; C -0.106; C -0.144; H 0.074; H 0.070; H 0.076; H 0.118; H 0.071; H 0.076; H 0.070; H 0.106